# C4H8F3O2

A 2-piece molecular cluster, C4H8F3O2 overall at a distorted geometry (the ωB97M-V functional and the def2-TZVPD basis, the OMol25 dataset).

E	-607.2668	Ha
total charge	-1
highest occupied orbital energy	-2.3321	eV
gap between HOMO and LUMO	5.862	eV
lowest unoccupied orbital energy	0.1297	hartree

Atoms and positions in Å:
1 C -1.55 1.66 0.24
2 F -0.94 2.50 1.11
3 F -2.46 0.97 0.97
4 F -2.27 2.44 -0.60
5 O 0.62 -0.06 -3.07
6 H 1.50 0.33 -3.09
7 C 0.94 -2.16 1.13
8 O 0.21 -1.41 0.20
9 C 0.42 -0.03 0.33
10 C -0.53 0.76 -0.56
11 H 0.74 -3.22 0.94
12 H 2.03 -1.98 1.04
13 H 0.64 -1.92 2.17
14 H 1.45 0.24 0.04
15 H 0.30 0.28 1.38
16 H 0.07 1.51 -1.11
17 H -1.17 0.07 -1.12


# C4H8F3O5SY

C4H8F3O5SY as an isolated structure at a distorted geometry (the ωB97M-V functional and the def2-TZVPD basis, the OMol25 dataset).

E	-1268.9116	Ha
total charge	+2
highest occupied orbital energy	-18.4164	eV
gap between HOMO and LUMO	8.892	eV
lowest unoccupied orbital energy	-0.3500	hartree

Atoms and positions in Å:
1 O 1.02 -1.01 -0.50
2 O 1.05 -0.27 3.83
3 C 0.40 0.91 3.95
4 O 0.21 1.37 2.58
5 C -0.24 2.69 2.38
6 Y 1.34 -0.43 1.79
7 H 0.99 1.69 4.47
8 H -0.60 0.83 4.41
9 H -0.37 2.84 1.30
10 H -1.20 2.84 2.89
11 H 0.50 3.40 2.77
12 S 0.04 -1.44 -1.53
13 O -0.86 -2.52 -1.24
14 O 0.91 -1.66 -2.81
15 C -0.96 0.09 -1.93
16 F -1.72 0.36 -0.89
17 F -0.15 1.09 -2.18
18 F -1.71 -0.17 -2.98
19 C 0.41 -2.50 -3.89
20 H 1.29 -2.71 -4.50
21 H -0.34 -1.95 -4.46
22 H 0.00 -3.43 -3.47


# C4H8FN

A 2-piece molecular cluster, C4H8FN overall at a distorted geometry (the ωB97M-V functional and the def2-TZVPD basis, the OMol25 dataset).

E	-311.7157	Ha
total charge	0
highest occupied orbital energy	-8.0735	eV
gap between HOMO and LUMO	9.035	eV
lowest unoccupied orbital energy	0.0353	hartree

Atoms and positions in Å:
1 C 1.24 -0.99 0.73
2 C 0.71 0.08 0.12
3 C 1.23 1.39 -0.21
4 C -1.30 0.07 -0.33
5 N -1.94 -1.10 -0.22
6 F -1.82 1.09 0.44
7 H 0.51 -1.54 1.21
8 H 2.31 -1.25 0.69
9 H 2.20 1.33 -0.62
10 H 0.57 1.88 -1.05
11 H 1.08 1.98 0.70
12 H -1.11 0.41 -1.30
13 H -1.57 -1.81 -0.86
14 H -2.11 -1.53 0.70


# C4H8FN3

An isolated molecule of C4H8FN3 at a distorted geometry (the ωB97M-V functional and the def2-TZVPD basis, the OMol25 dataset).

SMILES	CN(/C=C\F)/C=N/N
E	-421.2598	Ha
total charge	0
highest occupied orbital energy	-8.0751	eV
gap between HOMO and LUMO	9.088	eV
lowest unoccupied orbital energy	0.0372	hartree

Atoms and positions in Å:
1 C 0.98 -1.58 -0.08
2 N 0.15 -0.40 0.09
3 C -0.46 -0.08 1.30
4 C -0.30 -0.74 2.44
5 F 0.46 -1.86 2.52
6 C 0.00 0.43 -0.96
7 N -0.63 1.56 -0.93
8 N -0.49 2.27 -2.19
9 H 1.65 -1.45 0.77
10 H 1.39 -1.54 -1.11
11 H 0.31 -2.41 0.00
12 H -1.07 0.79 1.23
13 H -0.79 -0.49 3.40
14 H 0.52 -0.02 -1.88
15 H -0.31 3.24 -1.94
16 H -1.41 2.29 -2.65


# C4H8FNO

A 2-piece molecular cluster, C4H8FNO overall at a distorted geometry (the ωB97M-V functional and the def2-TZVPD basis, the OMol25 dataset).

SMILES	CC/N=C/F.C=O
E	-386.9903	Ha
total charge	0
highest occupied orbital energy	-9.5754	eV
gap between HOMO and LUMO	10.379	eV
lowest unoccupied orbital energy	0.0295	hartree

Atoms and positions in Å:
1 C 1.58 0.14 0.35
2 C 1.09 -0.71 -0.82
3 N -0.09 -1.44 -0.55
4 C -0.83 -1.40 0.44
5 F -1.94 -2.11 0.42
6 H 2.29 0.85 -0.07
7 H 2.26 -0.30 1.13
8 H 0.66 0.64 0.82
9 H 0.63 -0.09 -1.61
10 H 1.71 -1.41 -1.24
11 H -0.63 -1.09 1.45
12 C -2.87 1.10 -0.61
13 O -2.01 0.95 0.17
14 H -3.96 1.11 -0.33
15 H -2.73 1.14 -1.70


# C4H8IN2

A 2-piece molecular cluster, C4H8IN2 overall at a distorted geometry (the ωB97M-V functional and the def2-TZVPD basis, the OMol25 dataset).

E	-564.1717	Ha
total charge	+1
highest occupied orbital energy	-13.2284	eV
gap between HOMO and LUMO	9.770	eV
lowest unoccupied orbital energy	-0.1271	hartree

Atoms and positions in Å:
1 C 0.89 -0.61 -1.83
2 C 0.80 0.06 0.26
3 C -0.21 -0.82 0.08
4 C -1.31 -1.21 0.99
5 N -0.16 -1.19 -1.23
6 N 1.54 0.13 -0.91
7 I -1.27 2.93 -0.76
8 H 1.03 -0.87 -2.88
9 H -0.85 3.00 -2.30
10 H 1.09 0.52 1.09
11 H -1.22 -0.71 1.89
12 H -1.32 -2.28 1.16
13 H -2.29 -1.08 0.59
14 H -0.93 -1.55 -1.84
15 H 2.25 0.69 -1.22


These records have energy relative to the best compared isomer or geometry (same formula, charge and spin) values of 0.00; 0.00; 65.04; 40.09; 45.25; 4.88 kcal/mol, in the order they appear.